No. 1
Molecular formula: C22H17N5O3S
Method: DFT, ωB97M-V/def2-TZVPD

Properties
**E_HOMO**: -8.67 eV
**LUMO level**: -0.43 eV
**Kohn-Sham gap**: 8.24 eV

ORCA input file:
```
! wB97M-V def2-TZVPD RIJCOSX def2/J DEFGRID3
* xyz 0 1
S 4.060 -2.942 0.317
O -4.607 -0.639 1.992
O 4.094 -3.943 1.335
O 4.731 -3.172 -0.922
N 4.532 0.708 1.322
N 4.653 1.041 -1.455
N -1.489 -1.111 -0.694
N -8.175 1.143 0.771
N 4.715 -1.568 1.053
C -7.964 -0.088 -1.260
C 0.703 -1.616 -1.478
C 1.497 -2.371 1.066
C -4.812 -0.457 0.803
C 4.321 4.323 1.043
C 4.487 1.943 0.774
C -2.536 -0.981 0.156
C 1.993 -2.055 -1.267
C 4.382 3.076 1.603
C -6.690 -0.497 -0.904
C 4.531 2.114 -0.636
C 4.724 -0.135 -0.909
C 4.362 4.491 -0.351
C 0.203 -1.936 0.862
C -0.211 -1.549 -0.418
C 4.463 3.409 -1.182
C -6.964 0.749 1.111
C -6.161 -0.067 0.311
C 2.382 -2.429 0.006
C 4.650 -0.311 0.503
C -8.663 0.733 -0.388
C -3.768 -0.576 -0.207
H 1.829 -2.687 2.042
H 0.390 -1.323 -2.469
H 4.861 -0.988 -1.555
H 4.674 -1.583 2.062
H -0.479 -1.901 1.695
H 4.501 3.513 -2.255
H -2.368 -1.225 1.194
H 4.314 5.488 -0.763
H 4.243 5.195 1.675
H 4.352 2.928 2.671
H -9.663 1.074 -0.620
H -6.593 1.097 2.065
H 2.701 -2.126 -2.077
H -3.998 -0.311 -1.228
H -1.666 -0.867 -1.661
H -8.409 -0.408 -2.190
H -6.130 -1.163 -1.545
*
```

***

No. 2
Molecular formula: C22H18AuClNO6
Method: DFT, ωB97M-V/def2-TZVPD

Properties
**E_HOMO (alpha / beta)**: -4.32 / -6.19 eV
**Relative energy (zero: lowest compared OMol25 entry of this formula, charge and spin)**: 0.0593 eV
**LUMO level (alpha / beta)**: 1.85 / 1.55 eV
**Kohn-Sham gap (alpha / beta)**: 6.17 / 7.74 eV

ORCA input file:
```
! wB97M-V def2-TZVPD RIJCOSX def2/J DEFGRID3
* xyz -1 3
Au 0.014 -0.151 -0.192
Cl -3.922 7.067 -2.975
O -0.490 -2.247 -0.031
O -2.195 -3.560 -0.649
O -1.948 1.348 -0.065
O -3.880 -3.138 6.116
O -3.890 -1.009 5.858
O -0.076 1.946 -1.088
N -3.692 -2.138 5.443
C -2.577 -3.731 2.281
C -3.218 -2.302 4.084
C 3.837 3.162 1.760
C -1.286 2.145 -0.766
C -3.059 -3.583 3.566
C 1.611 1.459 1.951
C 0.481 0.591 2.040
C -3.515 5.198 -1.062
C 2.922 0.968 2.111
C 1.922 -0.663 -1.032
C -2.209 4.981 -3.080
C -2.235 -2.617 1.519
C -2.904 4.064 -0.552
C -2.430 -1.339 2.040
C -2.923 -1.178 3.320
C -1.620 -2.832 0.148
C -1.586 3.864 -2.548
C 2.552 3.668 1.590
C 1.457 2.835 1.683
C 4.014 1.807 2.019
C -1.933 3.396 -1.286
C -3.164 5.643 -2.326
H -2.209 -0.476 1.424
H -4.265 5.725 -0.489
H 0.457 3.222 1.528
H -3.080 -0.200 3.750
H -3.324 -4.435 4.175
H -2.452 -4.715 1.850
H -1.957 5.335 -4.071
H 5.015 1.411 2.141
H -0.824 3.343 -3.112
H -0.489 1.044 2.213
H 4.696 3.817 1.680
H -3.176 3.687 0.426
H 0.623 -0.388 2.485
H 2.417 4.721 1.376
H 2.685 -0.356 -0.319
H 2.015 -0.113 -1.966
H 3.057 -0.090 2.304
H 1.920 -1.739 -1.186
*
```

***

No. 3
Molecular formula: C22H18BIrN6O6S6
Method: DFT, ωB97M-V/def2-TZVPD

Properties
**E_HOMO**: -1.55 eV
**Relative energy (zero: lowest compared OMol25 entry of this formula, charge and spin)**: 0.0000 eV
**LUMO level**: 4.32 eV
**Kohn-Sham gap**: 5.87 eV

ORCA input file:
```
! wB97M-V def2-TZVPD RIJCOSX def2/J DEFGRID3
* xyz -2 1
Ir -0.392 0.378 0.301
S -2.318 0.992 1.421
S 0.644 2.423 0.788
S -4.630 -0.635 -0.482
S 1.557 -1.466 2.495
S -1.361 1.318 -1.582
S 0.305 -2.163 -0.670
O 0.595 -0.408 2.100
O 1.251 -1.034 -0.598
O -1.054 -1.579 -0.492
O 1.692 -1.509 3.934
O 2.809 -1.432 1.768
O 0.470 -2.996 -1.834
N 3.263 1.663 0.923
N -2.078 -3.590 5.509
N -4.475 -5.667 2.933
N 0.999 1.011 -3.005
N 2.576 1.894 -1.134
N -0.496 -0.527 -3.396
C 1.542 0.101 -3.882
C -0.248 0.608 -2.704
C -3.748 -3.234 2.427
C 4.304 1.286 0.112
C -0.263 -4.500 0.458
C 0.373 -3.291 0.722
C -0.491 -5.415 1.473
C -3.895 -1.298 0.908
C 3.332 1.744 2.374
C -0.082 -5.128 2.764
C 0.618 -0.855 -4.133
C 3.868 1.425 -1.161
C -4.236 -2.626 1.293
C 0.554 -3.926 3.032
C -4.147 -4.584 2.717
C 2.200 1.988 0.155
C -1.729 -1.304 -3.352
C -2.858 -2.545 3.282
C -2.466 -1.262 2.906
C -2.943 -0.638 1.759
C -2.413 -3.124 4.507
C 0.778 -3.000 2.023
B 1.758 2.252 -2.430
H 5.237 0.934 0.515
H -2.359 -0.930 -2.546
H 3.890 2.638 2.663
H -1.747 -0.731 3.517
H -0.599 -4.704 -0.549
H 0.852 -3.664 4.038
H 0.972 3.117 -2.175
H -2.250 -1.212 -4.307
H 0.663 -1.754 -4.722
H 2.319 1.801 2.760
H 3.811 0.848 2.754
H -1.016 -6.337 1.258
H 2.582 2.569 -3.267
H 2.544 0.215 -4.257
H -1.477 -2.343 -3.152
H -4.920 -3.169 0.654
H 4.375 1.247 -2.093
H -0.290 -5.816 3.573
*
```

***

No. 4
Molecular formula: C22H18Br4ClN4O7Ru
Method: DFT, ωB97M-V/def2-TZVPD

Properties
**E_HOMO (alpha / beta)**: -7.93 / -8.66 eV
**LUMO level (alpha / beta)**: -0.13 / -1.94 eV
**Kohn-Sham gap (alpha / beta)**: 7.80 / 6.71 eV

ORCA input file:
```
! wB97M-V def2-TZVPD RIJCOSX def2/J DEFGRID3
* xyz 0 6
Ru 0.817 1.508 -0.743
Br 7.200 0.787 2.257
Br 5.921 0.654 -0.816
Br 2.038 2.237 4.248
Br 5.257 1.566 4.792
Cl -5.078 1.567 -1.841
O -5.038 4.557 -1.865
O 0.688 3.658 -1.262
O 1.125 -0.546 0.121
O 3.020 1.371 -0.747
O -0.652 5.403 -1.658
O 1.438 2.054 1.327
O -3.206 5.793 -1.991
N -0.199 -1.656 1.576
N -2.460 1.271 -1.465
N 1.009 -2.779 -0.114
N -1.301 1.958 -1.412
C 3.220 1.809 2.853
C -1.602 3.242 -1.528
C -2.433 -2.913 -1.515
C -2.447 -0.154 -1.456
C 3.513 1.415 0.416
C 5.389 1.178 1.950
C 0.643 -1.632 0.514
C 4.543 1.521 3.056
C -1.550 -2.199 -2.313
C -0.732 -0.391 2.067
C -3.494 2.128 -1.632
C -0.282 -2.749 2.535
C -2.994 3.419 -1.676
C -3.836 4.649 -1.850
C 2.650 1.779 1.544
C -1.558 -0.814 -2.293
C 0.341 -4.060 0.004
C 4.885 1.125 0.678
C 2.183 -2.758 -0.981
C -3.306 -0.856 -0.624
C -0.429 4.205 -1.485
C -3.302 -2.241 -0.667
H -0.103 0.025 2.857
H -0.334 -2.314 3.533
H 0.609 -3.370 2.499
H 3.033 -3.244 -0.496
H 2.453 -1.735 -1.220
H -1.167 -3.372 2.393
H -2.449 -3.995 -1.559
H -0.905 -0.244 -2.941
H -1.736 -0.563 2.457
H 0.344 -4.534 -0.979
H -3.977 -0.326 0.037
H 0.837 -4.738 0.703
H 1.955 -3.296 -1.901
H -2.203 5.698 -1.944
H -0.788 0.342 1.268
H -0.694 -3.927 0.301
H -0.868 -2.718 -2.974
H -3.987 -2.794 -0.038
*
```

***

No. 5
Molecular formula: C22H18Cl2N3PtS
Method: DFT, ωB97M-V/def2-TZVPD

Properties
**E_HOMO (alpha / beta)**: -9.21 / -11.08 eV
**Relative energy (zero: lowest compared OMol25 entry of this formula, charge and spin)**: 0.0000 eV
**LUMO level (alpha / beta)**: -2.95 / -3.57 eV
**Kohn-Sham gap (alpha / beta)**: 6.26 / 7.51 eV

ORCA input file:
```
! wB97M-V def2-TZVPD RIJCOSX def2/J DEFGRID3
* xyz 1 3
Pt 0.613 1.029 1.862
Cl 2.631 -0.438 2.335
Cl 1.161 1.433 4.184
S 0.977 0.631 -4.576
N 2.369 -3.589 -4.972
N 0.736 0.646 -0.145
N -0.687 -0.516 2.360
C 2.736 0.658 3.783
C 0.125 -0.316 -2.172
C 1.723 -0.973 -4.963
C -2.494 4.048 1.917
C -1.083 2.082 2.026
C -2.197 1.286 2.350
C -3.473 1.864 2.510
C -2.974 -1.089 2.836
C 1.512 1.642 -2.174
C 1.454 1.609 -0.787
C 0.901 -1.891 -5.605
C -1.994 -0.172 2.420
C -3.606 3.217 2.149
C 1.238 -3.197 -5.572
C -1.226 -2.724 3.012
C 2.991 -1.364 -4.532
C 0.063 -0.332 -0.800
C 3.240 -2.743 -4.519
C -2.592 -2.405 3.100
C -0.319 -1.772 2.639
C -1.240 3.461 1.977
C 0.915 0.605 -2.845
H -0.452 -1.051 -0.181
H 3.701 -0.602 -4.290
H -0.402 4.127 1.804
H -0.059 -1.612 -6.089
H 2.028 2.426 -2.768
H 4.159 -3.149 -4.169
H 3.048 0.032 4.630
H -0.871 -3.722 3.239
H -4.596 3.669 2.059
H -3.343 -3.161 3.383
H 0.743 -1.998 2.535
H 3.449 1.469 3.556
H 1.917 2.353 -0.158
H -2.592 5.103 1.693
H -4.251 1.247 2.913
H -4.044 -0.801 2.721
H 0.557 -3.972 -5.928
H -0.489 -1.046 -2.750
*
```

***

No. 6
Molecular formula: C22H18Cl3MnN4O4PSeTe
Method: DFT, ωB97M-V/def2-TZVPD

Properties
**E_HOMO (alpha / beta)**: -7.32 / -7.22 eV
**Relative energy (zero: lowest compared OMol25 entry of this formula, charge and spin)**: 0.8750 eV
**LUMO level (alpha / beta)**: -1.21 / -1.21 eV
**Kohn-Sham gap (alpha / beta)**: 6.11 / 6.01 eV

ORCA input file:
```
! wB97M-V def2-TZVPD RIJCOSX def2/J DEFGRID3
* xyz 0 2
Te -1.293 1.132 -1.422
Se -1.102 3.425 7.110
Mn 0.539 0.058 0.546
Cl 2.617 2.595 -2.228
Cl 2.914 -2.585 -0.717
Cl 5.785 -0.828 -4.922
P -0.968 -1.224 -1.492
O 1.958 0.221 -0.601
O -0.152 -1.653 -0.289
O -2.344 -2.050 -1.572
O -0.231 -1.775 -2.774
N -0.746 -0.097 2.071
N 1.254 1.557 1.742
N -1.840 2.077 6.222
N 0.185 3.686 5.917
C 0.856 2.699 3.794
C 0.001 2.804 4.978
C 2.788 -0.025 -1.569
C -2.446 -0.048 4.266
C -3.598 -1.595 -1.026
C 3.222 0.983 -2.453
C -0.583 0.811 3.041
C 3.348 -1.297 -1.790
C -1.407 0.874 4.149
C -1.124 1.908 5.148
C 4.633 -0.522 -3.648
C -0.837 -1.697 -4.080
C -2.593 -0.997 3.285
C 2.689 3.333 2.415
C -1.000 -3.092 -4.631
C 4.126 0.749 -3.475
C 1.961 3.519 3.563
C 4.249 -1.549 -2.809
C 0.542 1.730 2.858
C -4.548 -1.226 -2.142
C 2.302 2.338 1.525
C -1.721 -0.993 2.204
H -3.432 -0.737 -0.374
H -1.406 -3.048 -5.645
H -1.800 -1.187 -4.016
H 2.833 2.161 0.599
H 3.553 3.943 2.188
H -3.105 -0.002 5.124
H -4.206 -0.317 -2.640
H -4.597 -2.036 -2.875
H -0.174 -1.097 -4.698
H -1.677 -3.672 -4.003
H 2.221 4.281 4.288
H -5.551 -1.053 -1.743
H 4.652 -2.545 -2.938
H 4.433 1.558 -4.125
H -3.371 -1.747 3.337
H -0.033 -3.599 -4.663
H -1.788 -1.732 1.419
H -3.991 -2.419 -0.428
*
```